Record 1
# C4H12O

A 2-piece molecular cluster, C4H12O overall in a non-equilibrium geometry (ωB97M-V/def2-TZVPD, OMol25).

Last column: Mulliken charge in e.
CARTESIAN COORDINATES (ANGSTROEM)
C  0.718747  2.151591  1.389613  -1.2255
C  0.432736  1.119257  0.324442  0.0748
C  -0.371199  1.733140  -0.800095  -1.2487
H  0.120228  2.102388  2.286854  0.3237
H  1.734905  2.029037  1.795504  0.3307
H  0.711474  3.174815  1.039509  0.3232
H  1.316223  0.654493  -0.029716  0.2472
H  -0.105868  0.302343  0.785616  0.2080
H  -0.883856  1.062376  -1.495705  0.3227
H  0.263525  2.338842  -1.454071  0.3137
H  -1.156907  2.369374  -0.389715  0.3330
C  -0.794553  -3.276192  -0.740635  -0.4470
O  0.411178  -3.399830  0.014494  -0.5064
H  -1.695832  -3.310688  -0.131713  0.2083
H  -0.790940  -4.183690  -1.346363  0.2252
H  -0.714059  -2.344007  -1.295079  0.2047
H  0.804200  -2.523242  0.047057  0.3124

Atoms 1-3, force components in eV/Å:
C 1.7 0.2 0.9
C -1.2 0.1 0.3
C -0.4 0.2 -0.8

Results
F_max (eV/Å): 1.923
Relative energy (zero: lowest compared OMol25 entry of this formula, charge and spin) (eV): 0.880
HOMO energy (eV): -10.346
Kohn-Sham gap (eV): 11.200
SMILES: CCC.CO
Energy (a.u.): -234.80028
Lowest unoccupied orbital energy (eV): 0.85

---

Record 2
# C7H7NO5Tl

C7H7NO5Tl as an isolated structure in a non-equilibrium geometry (ωB97M-V/def2-TZVPD, OMol25).

Last column: Mulliken charge in e.
CARTESIAN COORDINATES (ANGSTROEM)
O  0.026982  -3.277606  0.002449  -0.0460
C  0.042630  -2.085347  -0.018522  -0.0824
Tl  0.068508  0.042725  0.151244  2.0920
O  -2.799360  -0.028728  -1.611562  0.0490
C  -1.789901  -0.006436  -1.072622  0.2812
C  1.800265  0.032703  -1.058886  0.2586
O  2.802233  0.027717  -1.619046  0.0460
C  -0.014487  2.111999  0.045547  -0.0034
O  -0.037131  3.269253  -0.018646  0.0093
C  -0.493608  -1.582651  4.407689  -0.7091
N  -1.272782  -0.391477  4.061494  0.1013
C  -2.080304  0.336805  4.968493  -0.7031
C  -1.168609  0.052350  2.809344  0.0385
O  -0.433324  -0.727231  2.150125  -0.6796
H  -0.675355  -1.784322  5.455845  0.3123
H  0.583692  -1.417564  4.261079  0.3129
H  -0.800671  -2.455148  3.817565  0.3050
H  -1.714338  1.362978  5.025335  0.3489
H  -3.105294  0.347892  4.598258  0.3515
H  -2.024855  -0.142846  5.928567  0.2524
H  -1.683390  0.990433  2.433450  0.4644

Atoms 1-3, force components in eV/Å:
O 0.1 8.9 -0.1
C -0.1 -13.0 -0.1
Tl -0.9 -1.1 3.3

Results
F_max (eV/Å): 12.965
Relative energy (zero: lowest compared OMol25 entry of this formula, charge and spin) (eV): 2.170
HOMO energy (eV): -20.774
Kohn-Sham gap (eV): 6.433
Total charge: +3
Energy (a.u.): -872.94699
Lowest unoccupied orbital energy (eV): -14.34

---

Record 3
# C7H16N2O2S

A 2-piece molecular cluster, C7H16N2O2S overall in a non-equilibrium geometry (ωB97M-V/def2-TZVPD, OMol25).

Last column: Mulliken charge in e.
CARTESIAN COORDINATES (ANGSTROEM)
C  -1.493806  3.625360  0.558801  -1.0903
C  -0.936003  2.363358  -0.290370  -0.1553
N  -0.771690  1.174976  0.507613  -0.1761
C  0.522632  0.502887  0.324621  -0.0724
C  0.667092  -0.788929  0.545134  -0.7070
C  2.079724  -1.261796  0.413677  0.2666
C  2.153576  -2.775931  -0.068120  -1.5349
C  2.956112  -0.267821  -0.447814  -0.8918
S  2.075467  1.255154  -0.187435  1.1200
O  2.036691  1.984253  -1.451164  -0.6985
O  2.603203  2.009897  0.950110  -0.6486
H  -0.766159  3.923882  1.351004  0.3028
H  -1.750463  4.275402  -0.297044  0.3411
H  -2.483867  3.380743  0.977012  0.3017
H  -1.657850  2.108679  -1.155076  0.2387
H  0.071138  2.587457  -0.689948  0.1880
H  -1.406943  0.535087  1.071468  0.3070
H  -0.150192  -1.412272  0.840423  0.6108
H  2.568232  -1.180426  1.480960  0.2255
H  3.162575  -2.933086  -0.235686  0.5017
H  1.784965  -2.746598  -1.147981  0.3150
H  1.590627  -3.439659  0.670435  0.3368
H  3.930489  -0.056915  0.033415  0.3730
H  3.008552  -0.428731  -1.434403  0.4837
N  -2.507863  -1.772860  -0.874991  -0.7071
H  -1.526078  -2.131646  -0.603975  0.2809
H  -2.357411  -0.722604  -0.945770  0.2495
H  -3.211211  -2.067521  -0.172241  0.2391

Atoms 1-3, force components in eV/Å:
C 0.1 -1.9 -1.8
C -2.1 0.7 0.5
N 3.6 -2.5 0.9

Results
F_max (eV/Å): 5.351
Relative energy (zero: lowest compared OMol25 entry of this formula, charge and spin) (eV): 2.311
HOMO energy (eV): -8.483
Kohn-Sham gap (eV): 9.097
SMILES: CCNC1=C[C@@H](C)CS1(=O)=O.N
Energy (a.u.): -934.38609
Lowest unoccupied orbital energy (eV): 0.61

---

Record 4
# C18H42HgN7O9

C18H42HgN7O9 as an isolated structure in a non-equilibrium geometry (ωB97M-V/def2-TZVPD, OMol25).

Last column: Mulliken spin population.
CARTESIAN COORDINATES (ANGSTROEM)
Hg  -3.283781  -0.217304  -0.395681  0.9885
N  -0.517060  -0.575558  0.655903  0.0194
O  0.547129  -0.453576  1.249600  0.0071
O  -0.843959  0.175642  -0.188589  0.0648
O  -1.409344  -1.333563  1.027018  -0.0322
C  2.323802  2.331429  -0.523193  0.0005
C  2.503626  2.299503  -2.055026  -0.0002
O  3.014406  1.255439  -2.562699  0.0000
N  2.199910  3.438222  -2.695090  0.0001
C  2.168748  3.532153  -4.146335  0.0000
H  2.527958  1.350775  -0.093367  0.0001
H  1.326372  2.688836  -0.267292  0.0001
H  2.931423  3.151110  -0.139790  -0.0001
H  1.885324  4.226645  -2.147806  0.0000
H  2.563571  2.619165  -4.592062  0.0000
H  2.656001  4.438349  -4.506164  0.0000
H  1.109050  3.565146  -4.399410  0.0000
C  4.325911  -0.670574  2.015350  0.0000
C  4.821601  -2.068893  1.841316  0.0000
O  5.746059  -2.551836  2.481752  0.0000
N  4.166722  -2.849743  1.001944  0.0000
C  3.116750  -2.467362  0.097647  -0.0003
H  4.835033  -0.214556  2.864425  0.0000
H  3.247006  -0.636189  2.166625  0.0000
H  4.508929  -0.071353  1.123418  0.0000
H  4.527623  -3.787642  0.901034  0.0000
H  2.172321  -2.960420  0.327960  0.0001
H  3.457388  -2.745890  -0.899593  0.0000
H  2.895395  -1.400193  0.082222  0.0002
C  -3.857947  1.850420  -4.496815  -0.0010
C  -3.071515  1.934185  -3.218057  0.0183
O  -3.125870  1.043581  -2.342069  -0.0151
N  -2.397997  3.063449  -3.016228  0.0010
C  -1.635896  3.330881  -1.810319  0.0008
H  -3.559798  0.898526  -4.936245  0.0008
H  -3.637233  2.628141  -5.227934  -0.0001
H  -4.913423  1.853509  -4.224663  0.0010
H  -2.288096  3.781424  -3.718024  0.0003
H  -1.243812  4.347916  -1.808679  0.0000
H  -0.871710  2.565327  -1.675955  -0.0020
H  -2.327697  3.233263  -0.973674  0.0008
C  -2.137632  -3.756042  -3.275731  -0.0025
C  -1.647788  -2.340949  -2.924444  0.0042
O  -2.288296  -1.615957  -2.158198  -0.0198
N  -0.456328  -2.021549  -3.398185  0.0014
C  0.099533  -0.724195  -3.082190  -0.0009
H  -1.291187  -4.442779  -3.271892  -0.0001
H  -2.530943  -3.772956  -4.292166  -0.0003
H  -2.926251  -4.013298  -2.568625  0.0024
H  0.050571  -2.626059  -4.028838  0.0004
H  0.369472  -0.191162  -3.993838  -0.0003
H  0.869014  -0.814076  -2.315423  0.0000
H  -0.692446  -0.067624  -2.721932  -0.0008
C  -2.080881  1.794740  3.047740  0.0083
C  -2.767446  2.445289  1.808642  -0.0173
O  -2.926032  1.788232  0.796886  -0.0301
N  -3.072304  3.749747  1.843918  0.0023
C  -2.945836  4.650892  2.979479  0.0004
H  -1.594662  2.535640  3.682375  -0.0002
H  -1.404468  0.993568  2.749912  0.0000
H  -2.943781  1.454824  3.620420  -0.0003
H  -3.338034  4.153830  0.957238  -0.0007
H  -3.361051  5.611735  2.675395  -0.0001
H  -1.920957  4.692189  3.348283  0.0001
H  -3.433282  4.243070  3.865018  0.0002
C  0.927648  -5.742140  5.983484  0.0000
C  1.183222  -4.522747  5.083379  0.0000
O  2.155293  -3.792704  5.254831  0.0000
N  0.271945  -4.238413  4.124479  0.0001
C  0.303217  -3.023650  3.300892  -0.0009
H  1.782917  -6.412322  5.897099  0.0000
H  -0.036570  -6.232034  5.847900  0.0000
H  0.934229  -5.474240  7.040033  0.0000
H  -0.640027  -4.668884  4.068881  0.0000
H  0.963323  -3.176608  2.447102  -0.0004
H  0.654102  -2.165305  3.873798  0.0000
H  -0.721202  -2.876449  2.958823  0.0016

Atoms 1-3, force components in eV/Å:
Hg -0.5 -1.1 0.6
N -0.1 -0.6 3.3
O 1.4 -0.6 0.4

Results
F_max (eV/Å): 6.781
Relative energy (zero: lowest compared OMol25 entry of this formula, charge and spin) (eV): 0.000
HOMO energy (spin up / spin down) (eV): -6.877 / -8.446
Kohn-Sham gap (spin up / spin down) (eV): 6.869 / 8.009
Energy (a.u.): -1924.81736
Multiplicity: 2
Lowest unoccupied orbital energy (spin up / spin down) (eV): -0.01 / -0.44

---

Record 5
# C5H10O2

The molecule C5H10O2 (ωB97M-V/def2-TZVPD, OMol25).

Last column: Mulliken charge in e.
CARTESIAN COORDINATES (ANGSTROEM)
O  -1.962394  -0.166070  -1.628824  -0.5127
C  -0.848630  0.651647  -1.336011  -0.7175
C  -0.389176  0.240976  0.041462  0.4409
C  0.252758  -1.161061  0.176073  -0.7066
C  1.136961  -0.970136  1.429290  -0.3525
O  1.153778  0.455709  1.749260  -0.4045
C  0.610531  1.185762  0.664902  -0.6938
H  -2.141155  -0.121617  -2.572008  0.3048
H  -0.015733  0.497852  -2.040979  0.3585
H  -1.115701  1.725611  -1.393239  0.3143
H  -1.252557  0.252300  0.719649  0.2243
H  -0.533284  -1.916670  0.298996  0.2739
H  0.839421  -1.453429  -0.709104  0.2974
H  2.172820  -1.305166  1.274799  0.2518
H  0.738567  -1.502984  2.303966  0.2550
H  1.391393  1.556438  -0.027128  0.3107
H  0.021964  2.053382  0.988275  0.3558

Atoms 1-3, force components in eV/Å:
O -0.2 -0.1 -0.5
C 0.4 0.0 0.1
C -0.1 -0.2 -0.1

Results
F_max (eV/Å): 0.724
Relative energy (zero: lowest compared OMol25 entry of this formula, charge and spin) (eV): 1.697
HOMO energy (eV): -9.661
Kohn-Sham gap (eV): 10.532
SMILES: OC[C@H]1CCOC1
Energy (a.u.): -346.96307
Lowest unoccupied orbital energy (eV): 0.87

---

Record 6
# C23H18CuFN4S2Se

C23H18CuFN4S2Se as an isolated structure in a non-equilibrium geometry (ωB97M-V/def2-TZVPD, OMol25).

Last column: Mulliken spin population.
CARTESIAN COORDINATES (ANGSTROEM)
Cu  10.097054  9.428208  10.906068  0.3799
Se  15.682159  14.289530  9.237854  0.0007
N  15.558517  12.854785  10.348481  0.0016
C  14.343412  12.341747  10.213724  -0.0019
C  13.831105  11.275108  11.054129  0.0184
C  14.460163  10.682432  12.139554  -0.0074
C  13.835999  9.662895  12.836358  0.0043
C  12.519816  9.253177  12.428051  -0.0117
N  11.959090  9.787621  11.354556  0.0290
C  12.480225  10.896920  10.816277  -0.0013
C  11.599534  11.558254  9.905647  -0.0175
N  10.346484  11.148170  9.739851  0.0178
C  9.535651  11.731496  8.861049  -0.0047
C  9.937757  12.797719  8.067503  -0.0011
C  11.217054  13.265833  8.226862  -0.0044
C  12.063694  12.683310  9.130515  -0.0004
C  13.414488  13.047355  9.291540  0.0021
N  13.929671  14.159312  8.823756  -0.0002
H  15.408995  11.045854  12.455544  -0.0005
H  14.340255  9.168835  13.722051  -0.0005
H  11.850967  8.544555  13.066233  -0.0003
H  8.601717  11.217907  8.758472  -0.0042
H  9.093825  13.169052  7.417712  -0.0001
H  11.600637  14.072901  7.561512  -0.0001
C  6.483912  8.413280  13.491166  0.0006
C  7.635382  9.168448  12.816946  -0.0178
S  7.946992  8.778695  11.204010  0.1732
C  8.412730  10.183605  13.459298  -0.0209
C  8.073401  10.616280  14.887945  -0.0033
S  9.564760  11.064605  12.683443  0.1881
H  6.865105  7.531058  14.022854  -0.0003
H  5.695730  8.158057  12.734150  -0.0027
H  6.075421  8.976721  14.313718  0.0025
H  8.462799  9.864039  15.589592  0.0035
H  6.949799  10.582970  14.998407  0.0025
H  8.550817  11.598923  15.030140  -0.0074
F  6.510056  5.125772  7.404366  0.0023
C  7.585989  5.836380  7.840669  0.0594
C  8.409924  5.166066  8.758102  -0.0294
C  9.543818  5.890526  9.182433  0.0541
C  9.694587  7.282047  8.804988  -0.1037
C  10.708957  8.082963  9.460687  0.2828
C  8.886269  7.810840  7.816349  0.0546
C  7.799144  7.120973  7.364305  -0.0320
H  8.140047  4.123121  9.026028  -0.0017
H  10.307263  5.343221  9.757475  0.0035
H  11.175446  8.963097  8.980385  -0.0146
H  11.434692  7.473719  10.033519  0.0058
H  9.078020  8.869822  7.455681  0.0059
H  7.112729  7.506647  6.618397  -0.0027

Atoms 1-3, force components in eV/Å:
Cu -2.0 -0.6 0.7
Se -1.3 -0.8 0.7
N -0.9 -0.5 -0.6

Results
F_max (eV/Å): 5.767
Relative energy (zero: lowest compared OMol25 entry of this formula, charge and spin) (eV): 0.832
HOMO energy (spin up / spin down) (eV): -2.190 / -2.150
Kohn-Sham gap (spin up / spin down) (eV): 3.170 / 3.127
Total charge: -1
Energy (a.u.): -6044.40605
Multiplicity: 2
Lowest unoccupied orbital energy (spin up / spin down) (eV): 0.98 / 0.98